Density functional theory data (wB97M-V/def2-TZVPD) for a molecular structure, C27H35Cl3GeN6O6PReS2Te.

Structure (XYZ):
```
83
Properties=species:S:1:pos:R:3:forces:R:3
Re -0.555159 0.252599 0.319468 0.163 -0.088 0.036
N 1.163534 -0.068263 1.640793 -0.179 0.111 0.148
C 0.772234 -0.482024 2.976612 -0.006 -0.018 -0.024
C 1.666974 -0.881519 3.926131 0.000 0.011 -0.018
C 1.210009 -1.272998 5.202005 -0.040 0.013 0.020
C -0.126261 -1.259673 5.491174 0.008 0.015 -0.016
C -1.068474 -0.866153 4.511316 -0.088 -0.050 -0.034
C -2.468402 -0.868164 4.730339 0.125 0.016 0.030
C -3.297879 -0.491562 3.718278 0.012 0.028 -0.053
C -2.744828 -0.128254 2.475746 -0.086 0.101 0.043
N -1.456354 -0.124163 2.222748 0.120 0.033 0.103
C -0.607370 -0.479047 3.241017 -0.028 -0.139 0.037
H 1.886030 -0.694001 1.272955 0.037 0.022 0.005
H 1.574723 0.862519 1.676531 0.062 -0.005 0.050
H 2.725638 -0.909727 3.697335 0.003 0.003 0.005
H 1.926063 -1.593014 5.945878 0.002 -0.004 0.002
H -0.481898 -1.567096 6.466358 0.000 -0.004 -0.005
H -2.858615 -1.168245 5.694756 0.001 -0.001 -0.003
H -4.371075 -0.472627 3.841117 -0.004 -0.001 0.009
H -3.394173 0.174050 1.663702 0.002 -0.004 -0.014
N -7.463309 3.179165 -4.149541 0.002 -0.031 -0.005
C -6.374214 3.043053 -3.366266 0.017 0.035 -0.026
C -6.485604 2.542447 -2.056338 0.019 -0.004 0.027
C -5.366276 2.421283 -1.266291 -0.022 0.004 -0.013
C -4.108990 2.772869 -1.767041 0.090 0.004 -0.098
C -3.982165 3.284216 -3.065629 -0.036 -0.073 0.015
C -5.098112 3.415979 -3.848419 -0.022 0.005 0.011
S -2.813061 2.537645 -0.642962 0.107 0.034 0.089
O -0.863784 2.238467 4.284452 0.060 -0.034 -0.078
O -1.893566 3.843714 -0.918060 -0.156 0.108 -0.081
N -1.814975 1.349456 -1.056057 0.074 0.145 -0.106
C -0.853300 1.441171 -2.075009 -0.256 0.002 0.035
N -1.011267 1.958241 -3.265895 -0.036 0.105 -0.012
C 0.040824 1.831853 -4.087452 -0.005 0.016 0.024
C 1.205912 1.183450 -3.717205 -0.002 0.009 0.021
C 1.270405 0.666386 -2.434072 0.025 0.078 0.001
N 0.240328 0.820697 -1.603709 -0.050 -0.121 -0.003
H -8.379362 2.944174 -3.812743 -0.002 0.009 0.000
H -7.392752 3.560197 -5.075651 -0.002 0.010 0.002
H -7.458515 2.275704 -1.664560 0.001 0.002 0.000
H -5.465832 2.058911 -0.249540 0.008 -0.010 -0.002
H -3.014367 3.570381 -3.445161 0.085 -0.014 -0.020
H -5.009576 3.819514 -4.849076 0.003 -0.001 0.000
H -0.070795 2.259540 -5.076064 0.000 -0.007 0.000
H 2.032485 1.074411 -4.402442 -0.004 -0.003 -0.004
H 2.131246 0.126257 -2.060695 0.002 -0.015 0.002
O -2.092506 -1.206622 -0.193166 -0.065 -0.140 -0.033
S -3.475023 -0.975684 -0.839771 -0.019 0.060 0.028
C -4.248686 -2.598029 -0.631914 0.017 0.003 0.008
C -4.855763 -2.944197 -1.985351 0.017 -0.004 -0.003
C -3.800963 -2.549785 -3.016802 -0.031 0.031 0.006
C -3.333443 -1.143809 -2.646588 0.009 0.025 0.016
H -4.956156 -2.550608 0.193256 0.000 0.006 -0.003
H -3.417810 -3.256633 -0.369619 -0.004 -0.015 0.004
H -5.783027 -2.389141 -2.146527 0.003 0.003 0.003
H -5.098393 -4.004988 -2.026197 -0.003 0.000 -0.002
H -4.192510 -2.568611 -4.032973 0.018 -0.005 0.004
H -2.956010 -3.236185 -2.967451 0.027 -0.023 0.002
H -3.965942 -0.354585 -3.057990 -0.025 -0.011 -0.001
H -2.296116 -0.944093 -2.906566 0.034 0.050 0.019
Cl -0.418282 -3.714067 0.760817 0.023 -0.077 0.047
Ge 0.246806 -1.990490 -0.349898 0.063 -0.005 -0.120
Cl 2.464208 -2.155383 -0.238557 0.010 -0.104 -0.072
Cl -0.079721 -2.524361 -2.440054 0.007 -0.012 0.010
C -0.777572 4.503903 5.133951 -0.027 0.004 -0.002
C -0.907329 3.572123 3.959812 -0.031 0.115 0.028
O 0.213874 3.909398 3.055648 -0.116 -0.135 -0.098
P 0.228337 3.664387 1.498585 0.164 0.292 -0.045
O -0.046743 2.274561 1.037625 -0.059 -0.109 0.038
Te -1.430646 5.174083 0.488722 0.070 -0.194 0.101
O 1.628706 4.213149 1.091187 -0.075 -0.044 -0.020
C 2.862934 3.998660 1.868308 -0.016 0.042 -0.023
C 3.260966 5.281953 2.547159 0.006 -0.011 -0.001
H -1.589750 4.313797 5.833688 0.000 0.003 0.003
H -0.825126 5.542565 4.813143 0.004 0.006 0.006
H 0.176487 4.340102 5.638964 0.003 0.001 -0.007
H -1.826703 3.732084 3.395120 -0.019 -0.009 -0.018
H -0.238288 2.098151 5.007319 0.008 -0.008 0.033
H 3.594882 3.678422 1.131649 0.007 -0.019 0.004
H 2.693148 3.195827 2.587245 0.005 -0.013 -0.010
H 3.393101 6.076872 1.815001 -0.003 0.003 0.002
H 4.209040 5.134921 3.065495 -0.002 -0.002 -0.004
H 2.513704 5.586036 3.278842 -0.003 0.006 -0.002
```
Forces are in eV/Å.

Results
**Relative energy (zero: lowest compared OMol25 entry of this formula, charge and spin)**: 10.9 kcal/mol
**HOMO-LUMO gap**: 6.2 eV
**HOMO energy**: -0.4505 Ha
**Total charge**: +2
**E**: -6771.14929 Eh

Density functional theory data (wB97M-V/def2-TZVPD) for a molecular structure, C31H43Cl3N7O3PS2SiTeTl at a distorted geometry.

Structure (XYZ):
```
93
Properties=species:S:1:pos:R:3:forces:R:3
Tl -0.178031 0.843837 0.376197 -0.357 0.065 -0.110
C -2.743826 1.332928 4.393257 0.401 -0.085 -0.170
C -1.935768 0.792356 3.235439 -1.028 -0.101 -0.190
N -1.073013 1.489047 2.606875 0.332 0.450 0.003
N -0.888835 2.785172 3.011718 0.509 -0.326 0.044
C 0.236015 3.350445 2.586092 -1.019 0.052 -0.688
N 0.260878 4.702335 2.794582 0.839 -0.293 -0.171
S 1.529561 2.674970 1.655905 0.045 -0.176 0.370
C -2.230002 -0.583086 2.702100 0.069 -0.222 0.558
C -2.870360 -1.593902 3.455130 0.750 1.033 0.403
C -3.005861 -2.823676 2.876784 0.153 -0.657 -1.157
C -2.566117 -3.046296 1.553493 -0.841 -0.354 1.247
C -1.955557 -2.013155 0.892791 0.107 -0.800 -0.448
N -1.795883 -0.855411 1.484914 0.271 1.670 -0.154
H -3.091241 2.364382 4.207396 0.019 -0.597 -0.137
H -2.083701 1.403855 5.247872 0.197 0.092 0.407
H -3.542466 0.640436 4.656480 -0.165 0.300 -0.097
H -0.414108 5.095424 3.404816 -0.551 0.177 0.430
H 1.118322 5.205356 2.647213 -0.027 -0.185 -0.023
H -3.088911 -1.419859 4.507730 -0.219 -0.083 -0.314
H -3.433807 -3.668326 3.394895 -0.120 0.055 0.273
H -2.758365 -4.025895 1.142734 0.255 0.041 -0.364
H -1.536892 -2.091180 -0.109056 -0.171 -0.012 0.031
C 2.602642 -4.190092 0.087275 -0.207 -0.639 0.379
Si 3.660936 -3.057846 1.149187 0.923 -0.202 -0.804
C 4.508808 -1.779052 0.045706 -0.918 0.321 0.805
C 4.932293 -4.263702 1.903787 0.199 0.434 -0.503
C 2.753034 -2.200011 2.517973 -0.001 -0.167 0.888
C 3.154254 -2.373886 3.831406 0.660 -0.075 0.836
C 2.561033 -1.719271 4.917343 -1.066 0.160 -1.396
C 1.448557 -0.945555 4.612640 0.398 -0.357 -1.125
N 1.021737 -0.747304 3.345758 -0.048 -0.154 -0.075
C 1.663716 -1.337151 2.320801 -0.113 0.414 0.865
S 1.242857 -1.165701 0.625369 -0.538 0.522 -0.164
H 3.219316 -4.801788 -0.566640 0.389 -0.140 0.010
H 1.924454 -3.691801 -0.574452 -0.374 0.596 -0.219
H 1.986288 -4.894965 0.668927 0.233 0.215 0.050
H 5.095502 -2.243057 -0.728347 0.304 -0.059 -0.358
H 5.103985 -1.102851 0.664060 0.275 -0.142 -0.087
H 3.707221 -1.145607 -0.365395 0.422 -0.312 -0.194
H 5.533114 -4.702883 1.092911 -0.121 0.193 0.121
H 4.336910 -5.064851 2.290824 -0.340 -0.720 0.455
H 5.621144 -3.943562 2.690329 -0.154 0.213 -0.147
H 3.998067 -3.021444 4.055413 -0.036 -0.028 -0.136
H 2.840321 -1.843669 5.934533 0.448 -0.213 0.577
H 0.877067 -0.499980 5.417336 -0.162 0.282 -0.147
C 1.496322 -3.647218 -3.417674 0.371 0.699 0.883
C 0.038052 -3.384736 -3.058071 0.852 0.403 -0.955
O -0.494983 -2.350774 -3.915008 0.061 -0.620 0.469
P -0.648244 -0.831099 -3.399144 -1.109 0.894 1.016
O -0.984875 -0.742627 -1.914258 0.721 -0.506 -1.177
Te -2.161820 0.245814 -4.890983 0.135 -0.158 0.109
O 0.836613 -0.222675 -3.568358 -0.109 0.012 0.184
C 1.407263 0.085399 -4.830093 0.984 0.302 -0.155
C 2.862060 0.453099 -4.543672 -0.417 -0.617 0.304
H 1.988735 -4.369736 -2.769923 -0.249 -0.105 0.337
H 2.112744 -2.728318 -3.362989 -0.476 -0.322 -0.072
H 1.568718 -4.063861 -4.387817 0.017 -0.194 -1.242
H -0.079925 -3.143774 -2.031238 -0.054 0.619 1.023
H -0.545503 -4.266599 -3.219762 -0.475 -0.564 -0.349
H 0.890520 0.915854 -5.346751 -0.084 -0.478 0.430
H 1.435372 -0.793027 -5.472865 -0.505 -0.117 -0.169
H 2.904156 1.062097 -3.656208 0.062 0.474 0.180
H 3.307313 0.949124 -5.385586 0.270 0.334 -0.416
H 3.441649 -0.444676 -4.318226 0.008 -0.037 -0.061
Cl 5.517005 5.225359 -2.728483 1.436 0.017 -0.443
C 3.942412 5.044538 -2.105701 -1.545 1.105 -0.051
Cl 2.741815 5.579327 -3.294827 -0.353 0.529 -0.523
Cl 3.729808 5.989586 -0.627133 0.061 0.008 0.284
C 3.579054 3.687786 -1.888932 0.371 -3.046 1.189
N 3.431055 2.564411 -1.649959 -0.054 1.336 -0.366
C -5.520909 0.448738 0.147841 -1.664 0.195 0.103
N -4.900765 1.362758 -0.785642 -0.510 -0.629 -0.629
C -5.445785 1.178280 -2.141727 -0.560 -0.245 0.459
C -3.473956 1.126291 -0.756327 0.839 0.956 0.206
C -2.671624 2.427891 -0.928010 1.004 -0.473 0.183
C -3.244535 3.644448 -1.307176 -0.055 -0.373 0.197
C -2.458832 4.793498 -1.449417 -1.365 0.518 -0.337
C -1.096081 4.754437 -1.316739 0.929 0.114 0.310
C -0.491955 3.569845 -0.901611 -0.468 -1.108 0.080
C -1.269538 2.412302 -0.701683 -0.041 0.654 0.188
H -6.629213 0.656429 0.206869 0.960 -0.275 -0.187
H -5.139627 0.621168 1.156144 0.126 -0.084 -0.050
H -5.386148 -0.617146 -0.128437 0.010 0.193 0.103
H -6.507563 1.512229 -2.196310 0.688 -0.058 0.116
H -5.420219 0.118485 -2.460656 0.081 0.172 0.110
H -4.839251 1.728151 -2.846149 0.080 0.230 -0.229
H -3.063145 0.399435 -1.472354 -0.395 0.005 -0.252
H -3.280793 0.664933 0.217288 0.444 0.418 -0.024
H -4.329723 3.673271 -1.454762 0.446 0.115 0.125
H -2.977921 5.753241 -1.644886 0.448 -0.665 -0.075
H -0.480209 5.648463 -1.460705 -0.284 -0.255 0.066
H 0.567192 3.485884 -0.654004 -0.254 0.437 -0.266
```
Forces are in eV/Å.

Results
**Relative energy (zero: lowest compared OMol25 entry of this formula, charge and spin)**: 0.0 kcal/mol
**HOMO-LUMO gap**: 5.9 eV
**HOMO energy**: -0.1440 Ha
**Total charge**: -1
**E**: -5064.51484 Eh